Entry 1:
The following is a quantum chemistry calculation of C3H10N2O2 in the gas phase, from the OMol25 dataset.

CARTESIAN COORDINATES (ANGSTROEM)
C -0.55 1.03 0.97
C 0.08 0.42 -0.29
N -0.80 0.68 -1.41
N 1.38 0.98 -0.62
C 0.34 -1.10 -0.11
O 1.05 -1.45 1.02
O -0.96 -1.74 0.13
H -0.81 2.06 0.77
H 0.13 0.97 1.82
H -1.47 0.50 1.22
H -0.34 0.41 -2.27
H -1.64 0.12 -1.31
H 1.30 1.98 -0.72
H 2.05 0.77 0.11
H 0.85 -1.51 -1.00
H 0.25 -1.43 1.67
H -0.87 -2.70 0.03

- Spin multiplicity: 1
- HOMO: -9.22 eV
- HOMO-LUMO gap: 9.942 eV
- Relative energy (zero: lowest compared OMol25 entry of this formula, charge and spin): 1.140 eV
- SMILES: CC(N)(N)C(O)O

---

Entry 2:
The following is a quantum chemistry calculation of 12 unconnected molecules or ions with the total composition C68H131Cl15N7O7, from the OMol25 dataset.

CARTESIAN COORDINATES (ANGSTROEM)
C -4.24 -4.49 -5.88
C -3.27 -3.48 -6.68
C -2.56 -2.64 -5.61
C -1.32 -1.75 -6.02
C -0.37 -2.75 -6.67
C -0.98 -3.55 -7.89
N -2.27 -4.21 -7.50
O -2.86 -5.09 -8.47
C -0.96 -2.50 -9.06
C 0.06 -4.64 -8.23
C -4.19 -2.60 -7.47
H -4.70 -3.96 -5.05
H -3.75 -5.36 -5.43
H -4.95 -5.05 -6.49
H -3.35 -1.98 -5.24
H -2.40 -3.27 -4.73
H -0.84 -1.54 -5.07
H -1.56 -0.85 -6.58
H -0.09 -3.57 -6.00
H 0.61 -2.31 -6.78
H -1.79 -2.64 -9.74
H -1.05 -1.42 -8.91
H -0.02 -2.55 -9.61
H 0.05 -5.43 -7.48
H -0.26 -5.17 -9.13
H 1.07 -4.21 -8.27
H -4.92 -1.99 -6.93
H -4.79 -3.17 -8.18
H -3.68 -1.88 -8.11
C -0.17 3.07 -2.73
C 0.15 1.69 -2.08
C 1.65 1.42 -2.50
C 2.20 0.11 -1.91
C 2.29 0.29 -0.42
C 0.85 0.53 0.17
N 0.19 1.62 -0.57
O -1.07 2.19 -0.08
C 0.10 -0.83 0.32
C 1.10 1.05 1.54
C -0.87 0.73 -2.77
H 0.37 3.11 -3.68
H -0.02 3.90 -2.04
H -1.24 3.17 -2.94
H 1.79 1.41 -3.58
H 2.40 2.19 -2.28
H 3.24 0.12 -2.25
H 1.68 -0.74 -2.35
H 2.90 1.15 -0.17
H 2.71 -0.68 -0.12
H -0.92 -0.73 0.68
H 0.07 -1.36 -0.63
H 0.68 -1.54 0.90
H 0.17 0.93 2.09
H 1.70 0.40 2.18
H 1.41 2.10 1.54
H -0.80 1.01 -3.83
H -1.87 0.83 -2.34
H -0.65 -0.33 -2.66
C 9.44 0.24 0.40
C 8.16 -0.06 1.26
C 7.00 0.76 0.68
C 5.70 0.43 1.36
C 5.40 -1.09 1.32
C 6.52 -1.86 1.88
N 7.86 -1.51 1.27
O 8.99 -2.30 1.88
C 6.43 -1.90 3.40
C 6.25 -3.31 1.43
C 8.52 0.60 2.66
H 9.37 -0.30 -0.55
H 10.44 -0.03 0.72
H 9.51 1.32 0.28
H 7.24 1.81 0.80
H 6.79 0.49 -0.35
H 4.93 0.92 0.77
H 5.72 0.96 2.31
H 5.31 -1.40 0.28
H 4.48 -1.26 1.88
H 7.33 -2.12 3.96
H 6.11 -0.98 3.91
H 5.79 -2.71 3.75
H 5.20 -3.59 1.37
H 6.71 -3.57 0.48
H 6.65 -3.94 2.24
H 8.39 -0.11 3.48
H 7.91 1.46 2.91
H 9.57 0.84 2.80
C 3.42 -5.57 3.89
C 2.11 -4.72 3.76
C 1.09 -5.55 3.08
C 0.56 -6.70 3.87
C -0.09 -5.98 5.08
C 0.71 -5.02 5.94
N 1.52 -4.15 4.99
O 2.43 -3.14 5.69
C -0.29 -4.19 6.65
C 1.61 -5.78 7.01
C 2.50 -3.65 2.71
H 3.78 -6.05 2.98
H 3.49 -6.31 4.69
H 4.24 -4.87 4.06
H 0.34 -4.87 2.66
H 1.49 -5.94 2.15
H 1.44 -7.32 3.98
H -0.21 -7.24 3.32
H -0.69 -6.67 5.67
H -0.90 -5.43 4.61
H -0.95 -3.58 6.03
H -0.78 -4.92 7.29
H 0.40 -3.55 7.20
H 2.48 -6.28 6.58
H 2.04 -5.09 7.73
H 1.02 -6.49 7.59
H 1.63 -3.13 2.29
H 3.04 -4.12 1.90
H 3.16 -2.90 3.14
C -6.92 2.49 1.05
C -6.44 3.97 1.21
C -6.24 3.95 2.75
C -5.48 5.22 3.28
C -4.24 5.51 2.41
C -4.40 5.46 0.82
N -5.11 4.19 0.51
O -5.19 3.83 -0.90
C -5.19 6.68 0.38
C -2.95 5.43 0.44
C -7.71 4.78 0.79
H -7.88 2.26 1.51
H -6.25 1.67 1.32
H -7.00 2.27 -0.01
H -7.15 3.98 3.35
H -5.72 3.09 3.18
H -5.07 4.97 4.26
H -6.10 6.07 3.57
H -3.38 4.97 2.83
H -4.13 6.54 2.74
H -6.10 6.82 0.98
H -4.59 7.58 0.50
H -5.44 6.70 -0.68
H -2.34 4.64 0.89
H -2.73 5.32 -0.62
H -2.42 6.31 0.82
H -7.88 5.84 0.98
H -8.58 4.23 1.16
H -7.63 4.63 -0.28
C -2.46 -7.06 -0.84
C -3.08 -5.92 0.09
C -2.17 -4.69 -0.38
C -2.65 -3.98 -1.63
C -4.16 -3.64 -1.52
C -5.03 -4.82 -1.23
N -4.54 -5.69 -0.13
O -5.42 -6.75 0.30
C -6.38 -4.21 -0.87
C -5.20 -5.68 -2.42
C -2.52 -6.38 1.54
H -2.50 -6.81 -1.90
H -2.96 -8.03 -0.70
H -1.44 -7.27 -0.54
H -2.32 -4.00 0.45
H -1.11 -4.89 -0.54
H -2.42 -4.52 -2.55
H -2.08 -3.05 -1.67
H -4.42 -3.03 -2.38
H -4.28 -2.83 -0.81
H -7.19 -4.93 -0.80
H -6.47 -3.80 0.14
H -6.74 -3.46 -1.58
H -4.28 -6.16 -2.73
H -5.88 -6.49 -2.15
H -5.50 -5.14 -3.32
H -2.43 -5.48 2.14
H -1.56 -6.89 1.45
H -3.27 -6.81 2.20
C 5.77 5.75 1.04
C 4.39 6.16 1.63
C 4.38 7.65 1.08
C 3.11 8.37 1.35
C 1.95 7.58 0.66
C 1.89 6.09 1.29
N 3.25 5.46 1.10
O 3.42 4.03 1.37
C 1.34 6.04 2.70
C 0.81 5.40 0.36
C 4.54 6.07 3.20
H 5.97 4.71 1.31
H 6.64 6.33 1.36
H 5.77 5.83 -0.05
H 5.18 8.11 1.67
H 4.73 7.65 0.05
H 3.09 9.43 1.11
H 2.93 8.44 2.42
H 2.05 7.69 -0.42
H 1.05 8.19 0.70
H 1.55 5.17 3.32
H 1.78 6.81 3.34
H 0.26 6.06 2.80
H 0.42 4.50 0.84
H 0.12 6.20 0.12
H 1.34 5.14 -0.55
H 5.52 6.46 3.48
H 4.65 5.01 3.42
H 3.74 6.48 3.82
C 6.82 3.58 -1.66
Cl 7.62 2.20 -2.49
Cl 5.03 3.36 -1.86
Cl 7.26 5.19 -2.37
H 7.01 3.65 -0.59
C -0.49 2.65 5.31
Cl -0.96 3.89 4.00
Cl 1.10 3.03 5.99
Cl -0.58 0.99 4.69
H -1.23 2.59 6.11
C -4.21 5.95 -3.54
Cl -5.39 4.82 -4.37
Cl -4.34 7.62 -4.20
Cl -2.55 5.39 -3.95
H -4.14 5.99 -2.45
C -3.72 -0.35 1.78
Cl -2.62 -1.30 2.77
Cl -3.54 1.44 2.25
Cl -5.32 -1.04 1.81
H -3.29 -0.32 0.78
C -4.44 1.14 -2.90
Cl -3.69 0.89 -4.51
Cl -4.14 -0.10 -1.74
Cl -6.11 1.62 -3.10
H -3.96 2.05 -2.54

- Charge: -1
- Spin multiplicity: 9
- HOMO (alpha / beta): -0.43 / -6.40 eV
- HOMO-LUMO gap (alpha / beta): 2.070 / 7.016 eV

---

Entry 3:
The following is a quantum chemistry calculation of a gas-phase ion, C5H14N3 (charge +2), from the OMol25 dataset.

CARTESIAN COORDINATES (ANGSTROEM)
C -0.55 0.70 2.36
C -0.30 0.59 0.85
C 1.06 0.00 0.51
C 1.37 -0.11 -0.98
N 0.44 -1.00 -1.71
C -0.50 -0.70 -2.57
N -0.85 0.50 -2.96
N -0.58 -0.53 3.05
H 0.28 1.29 2.78
H -1.45 1.32 2.57
H -1.10 0.00 0.36
H -0.46 1.58 0.42
H 1.16 -0.97 1.02
H 1.86 0.57 0.98
H 1.50 0.86 -1.45
H 2.29 -0.66 -1.12
H 0.61 -2.00 -1.63
H -0.98 -1.52 -3.08
H -1.53 0.50 -3.71
H -0.62 1.37 -2.50
H -1.23 -1.27 2.75
H -0.41 -0.55 4.06

- Charge: +2
- Spin multiplicity: 2
- HOMO (alpha / beta): -18.44 / -18.44 eV
- HOMO-LUMO gap (alpha / beta): 12.143 / 6.810 eV
- Relative energy (zero: lowest compared OMol25 entry of this formula, charge and spin): 0.473 eV

---

Calculated values (eV) of total energy for the records, taken in order: -10348.348 -285216.857 -9864.602.